(1)
This record from the OMol25 dataset describes a molecular structure, C3H2AgFO3. The level of theory is the ωB97M-V functional and the def2-TZVPD basis.

XYZ file:
```
10
Properties=species:S:1:pos:R:3:forces:R:3
F 0.87271 -1.94348 -1.03851 0.4 2.2 1.6
C -0.26748 -1.32206 1.01865 -1.2 -2.3 -2.6
C 0.31306 -0.88901 -0.27426 -1.5 -0.1 -2.5
O 0.18104 0.18046 -1.10812 0.9 -5.7 -0.2
C -0.03332 1.45328 -0.64902 0.0 4.5 1.3
O 0.15253 2.29517 -1.55002 -0.4 -1.8 0.8
O -1.55066 -1.65087 1.04635 2.3 2.2 0.9
Ag -0.61271 4.06420 -0.06875 0.0 0.0 0.1
H 0.49051 -0.19868 1.07097 -0.1 0.4 0.9
H 0.45431 -1.98901 1.55269 -0.4 0.6 -0.2
```
Forces are in eV/Å.

Properties
<S²>	0.7513
DFT total energy	-15996.3893	eV
spin multiplicity	2
net charge	-1
molecular weight	212.91	g mol⁻¹
LUMO energy (spin up / spin down)	2.42 / 2.42	eV
Kohn-Sham gap (spin up / spin down)	4.871 / 6.679	eV

(2)
This record from the OMol25 dataset describes a molecular structure, C22H40F6N3O12P2S2Ti. The level of theory is the ωB97M-V functional and the def2-TZVPD basis.

XYZ file:
```
88
Properties=species:S:1:pos:R:3:forces:R:3
Ti -5.69137 -14.63140 -0.18623 -0.7 -0.2 0.9
C -4.24236 -12.47504 -3.87105 0.3 2.1 0.5
F -3.49982 -13.56859 -3.85397 -0.9 -0.4 -0.8
F -3.31646 -11.44819 -3.85604 -1.4 -0.8 -0.3
F -5.10613 -12.30444 -4.89228 1.7 -0.8 1.0
S -5.18313 -12.35370 -2.23740 0.1 -0.2 1.7
O -4.22764 -12.73661 -1.20215 -0.5 -0.7 -0.9
O -5.68779 -11.01517 -2.05934 0.0 -1.1 -0.9
N -6.34075 -13.69218 -2.29529 4.6 1.1 1.0
S -7.67109 -12.99971 -2.55542 -6.6 1.3 -0.2
O -8.32963 -12.43828 -1.35584 1.2 -1.1 -1.9
O -7.64372 -12.20662 -3.76582 -0.1 -0.3 0.6
C -8.90965 -14.48898 -3.06143 0.7 0.9 1.3
F -8.93565 -15.48159 -2.14061 0.5 0.2 -0.4
F -10.12970 -14.00415 -3.10115 -0.6 0.8 0.2
F -8.66937 -14.96980 -4.25886 0.7 -0.3 -0.4
C -10.52657 -18.77088 2.11112 -0.7 -1.5 0.6
C -9.03697 -18.86966 2.33227 -1.0 -0.3 0.4
O -8.44917 -17.74909 1.70963 2.4 0.6 -2.1
P -7.32190 -18.06425 0.58142 0.0 -0.6 -0.3
O -6.68020 -16.92520 -0.11735 -0.7 -0.3 0.8
O -8.08080 -19.11128 -0.39571 -0.4 2.0 2.7
C -7.43597 -19.66173 -1.48468 1.4 -2.2 -1.1
C -7.53781 -21.19044 -1.45586 -0.7 -0.7 0.0
O -6.22246 -18.99494 1.34079 -1.7 -0.6 -2.0
C -5.33941 -18.44170 2.25108 0.1 1.1 2.3
C -6.04874 -18.26215 3.63528 0.9 0.2 0.1
H -11.07880 -17.87345 2.38998 0.7 0.3 -0.1
H -10.82574 -19.09891 1.11563 0.2 0.3 -0.1
H -10.92441 -19.53580 2.77799 -0.4 -0.2 0.1
H -8.75252 -18.89547 3.38418 -0.2 0.4 0.1
H -8.66493 -19.81876 1.94640 0.0 0.1 -0.3
H -7.83340 -19.32346 -2.44162 -0.1 0.4 0.3
H -6.36735 -19.45395 -1.43017 0.1 0.4 -0.4
H -7.30748 -21.59470 -2.44157 0.4 0.0 0.0
H -6.97916 -21.72339 -0.68646 0.7 0.5 -0.1
H -8.52315 -21.60330 -1.23969 -0.6 0.7 -0.2
H -4.42006 -19.01745 2.35782 -0.4 -0.7 -0.2
H -4.95482 -17.48946 1.88581 -0.3 0.4 0.0
H -5.28843 -18.07000 4.39231 0.1 0.4 0.0
H -6.76818 -17.44338 3.64678 0.2 0.1 -0.2
H -6.57213 -19.11517 4.06715 0.1 -0.5 -0.7
C 0.02625 -15.57517 2.72694 0.1 0.0 0.0
C -1.36369 -15.58971 2.04826 0.8 0.5 1.4
O -1.16865 -15.88788 0.68622 -1.1 -1.1 -2.5
P -2.34570 -16.36126 -0.34672 -0.5 -0.4 -0.3
O -3.55209 -15.45176 -0.42895 2.1 -1.4 0.1
O -1.58403 -16.63801 -1.76988 0.0 0.5 1.1
C -0.99171 -15.52775 -2.57037 -0.8 0.7 1.1
C 0.48396 -15.29367 -2.38050 -0.3 -0.3 1.1
O -2.70852 -17.86976 0.17275 1.0 2.6 0.6
C -3.26118 -18.83632 -0.69566 -0.8 -0.5 -0.4
C -2.20336 -19.81796 -1.08318 1.4 0.2 -0.2
H 0.54294 -16.51652 2.53987 -0.1 0.0 -0.3
H 0.68984 -14.75988 2.43874 -0.2 0.0 -0.5
H 0.01394 -15.51940 3.81544 -0.7 0.1 0.1
H -1.93484 -16.35103 2.57956 -0.4 -0.1 -0.3
H -1.87721 -14.62907 2.08781 0.0 0.0 0.3
H -1.19368 -15.56606 -3.64081 -0.5 -1.0 0.2
H -1.54193 -14.66067 -2.20495 0.1 0.4 -0.2
H 0.67099 -14.98588 -1.35173 0.0 0.2 0.0
H 1.10774 -16.17884 -2.50492 -0.1 0.1 -0.6
H 0.69244 -14.45833 -3.04897 0.6 -0.2 0.0
H -4.06366 -19.37215 -0.18869 -0.2 0.4 0.3
H -3.70484 -18.29338 -1.53022 0.0 -0.4 -0.4
H -2.45259 -20.30892 -2.02390 0.2 -0.1 0.1
H -1.25512 -19.28351 -1.14060 0.0 0.4 -1.0
H -1.84534 -20.50763 -0.31880 -1.1 -0.5 0.3
N -5.24645 -12.96066 1.92696 0.3 -1.1 0.9
C -5.42729 -14.32030 2.21511 0.4 -1.3 0.6
C -6.80311 -14.66237 2.13769 1.9 0.7 -1.1
C -7.37495 -13.51080 1.57609 -1.3 1.3 0.3
C -6.44371 -12.48105 1.52045 -0.4 0.1 -0.7
H -4.36814 -12.46889 2.00958 -0.4 -0.1 -0.2
H -4.64353 -14.93411 2.63389 0.1 0.3 0.1
H -7.30725 -15.58742 2.37542 0.2 0.1 0.0
H -8.42907 -13.34914 1.40546 0.1 0.0 -0.2
H -6.53995 -11.42791 1.30128 -0.3 -0.2 -0.3
N -5.58426 -16.25272 -3.25147 -0.2 -3.0 -3.5
C -4.42381 -16.65564 -3.90451 -0.9 -0.1 0.4
C -4.71057 -17.73263 -4.75807 1.5 0.5 1.3
C -6.08793 -18.05166 -4.67294 0.2 2.1 0.8
C -6.59234 -17.05812 -3.84096 -0.3 0.4 1.6
H -5.67995 -15.48225 -2.60547 -0.3 0.0 -0.3
H -3.54737 -16.05798 -3.70186 0.3 -0.6 -0.2
H -3.90380 -18.33734 -5.14516 -0.1 0.1 -0.5
H -6.65174 -18.78603 -5.22901 0.1 0.1 0.1
H -7.60752 -16.83855 -3.54501 0.1 -0.4 -0.1
```
Forces are in eV/Å.

Properties
<S²>	3.7550
DFT total energy	-132171.9555	eV
spin multiplicity	4
molecular weight	826.51	g mol⁻¹
LUMO energy (spin up / spin down)	0.15 / 0.13	eV
Kohn-Sham gap (spin up / spin down)	4.671 / 7.890	eV

(3)
This record from the OMol25 dataset describes 14 unconnected molecules or ions with the total composition C20H73N5O14. The level of theory is the ωB97M-V functional and the def2-TZVPD basis.

XYZ file:
```
112
Properties=species:S:1:pos:R:3:forces:R:3
C -3.83852 3.65309 4.39359 -0.3 1.4 0.0
C -3.57414 2.24223 4.00342 1.1 -0.4 -1.8
C -2.24704 2.02775 3.18975 0.5 1.2 2.3
O -1.20215 2.50491 4.10105 -0.4 0.2 -1.1
C 0.05856 1.91240 3.80203 -0.4 -0.1 1.4
N -3.57192 1.39967 5.17545 -0.3 -0.9 0.5
H -4.01316 4.32361 3.55215 0.7 0.1 -0.3
H -3.05487 4.01045 5.06163 0.1 0.2 -0.3
H -4.78124 3.80351 4.91966 -0.2 -0.6 0.4
H -4.32824 1.93055 3.28072 -0.5 -0.4 0.3
H -2.15221 2.64303 2.29502 -0.5 0.0 -0.2
H -2.06489 0.98601 2.92577 -0.2 -0.1 0.1
H 0.02292 1.04437 4.46031 0.6 -1.0 -0.9
H 0.88174 2.48331 4.23160 -0.2 0.6 -0.2
H 0.22375 1.76644 2.73455 -0.1 -0.4 0.1
H -2.81971 1.62560 5.81046 0.7 0.2 -0.4
H -4.35804 1.70322 5.73218 -0.5 -0.4 0.0
C -2.75215 3.06933 -4.47715 -1.2 -0.8 -0.8
C -1.40767 2.41683 -4.24279 0.3 1.3 0.2
C -0.46391 3.42012 -3.53566 1.4 -0.6 -1.5
O -0.29145 4.59334 -4.35719 -0.7 -0.3 0.9
C 0.51737 5.51695 -3.67130 0.6 0.7 -0.4
N -1.58953 1.17931 -3.48413 0.2 0.3 0.1
H -3.35475 2.30550 -4.96863 -0.2 -0.1 -0.5
H -2.81698 3.93417 -5.13742 0.4 0.1 0.4
H -3.34359 3.19195 -3.56982 0.4 0.6 0.3
H -0.99087 2.07650 -5.19071 0.3 0.6 -0.2
H 0.54467 3.00842 -3.49855 0.0 -0.5 0.4
H -0.70293 3.67064 -2.50213 -0.6 0.1 0.1
H 0.12864 5.81332 -2.69706 -0.3 0.0 0.1
H 0.63907 6.40110 -4.29705 -0.4 0.1 0.0
H 1.54574 5.19591 -3.50546 0.1 -0.7 0.1
H -2.31738 0.71326 -4.00676 -0.1 -0.7 -0.3
H -2.14236 1.48294 -2.69527 0.2 -0.3 0.8
C -5.23789 -3.14120 -2.38953 0.3 -2.3 -0.9
C -4.40758 -2.02413 -1.90116 1.3 -1.0 1.1
C -2.94537 -1.98917 -2.39272 -0.3 -2.1 0.5
O -2.31622 -3.18501 -1.84709 0.7 0.5 -1.0
C -0.89718 -3.25310 -2.16618 -1.2 0.7 0.4
N -5.10255 -0.87379 -2.25873 -0.7 2.8 -0.2
H -6.31038 -3.08514 -2.20319 0.1 0.7 -0.1
H -4.97257 -4.10780 -1.96127 0.4 0.0 -0.1
H -5.01983 -3.19433 -3.45617 -0.6 -0.4 -0.4
H -4.32191 -2.19622 -0.82825 -0.1 0.7 0.4
H -2.45106 -1.06438 -2.09518 0.2 0.0 0.4
H -2.86362 -2.05218 -3.47781 -0.2 0.1 -0.4
H -0.79865 -3.10122 -3.24104 0.4 0.1 0.1
H -0.42986 -4.18653 -1.85248 -0.5 -0.2 0.0
H -0.45973 -2.46093 -1.55855 0.6 0.2 -0.4
H -5.06607 -0.75606 -3.26119 -0.3 -0.2 -0.4
H -4.64070 -0.03723 -1.93167 -0.1 0.1 0.2
C 2.13593 0.00693 0.85152 -1.3 0.3 -0.7
C 1.16021 -0.33397 -0.32198 1.2 0.1 0.7
C -0.20154 0.32717 -0.29854 -0.5 -1.0 0.7
O -0.99537 0.08835 0.85597 0.0 0.0 0.5
C -1.38750 -1.25408 1.03556 -0.7 -0.4 0.7
N 1.86265 0.05387 -1.55617 0.5 -0.1 0.8
H 3.06595 -0.55882 0.79600 -0.1 -0.1 -0.1
H 1.64720 -0.18626 1.80647 0.1 0.0 0.1
H 2.34347 1.07039 0.73280 0.2 0.1 0.4
H 1.07022 -1.42017 -0.33425 -0.5 -0.2 0.2
H -0.71233 -0.21274 -1.09584 -0.3 0.9 -0.8
H -0.18777 1.41662 -0.33048 0.3 -0.1 -0.8
H -0.54812 -1.94768 1.08481 0.0 0.0 -0.1
H -2.16484 -1.61364 0.36135 0.4 0.1 -0.9
H -1.96361 -1.34236 1.95665 0.5 0.3 0.5
H 1.39141 -0.12791 -2.43081 -0.4 -0.2 0.1
H 2.61837 -0.61432 -1.50606 0.5 0.2 -0.7
C 5.80686 -2.51325 1.63401 -0.3 1.0 -0.5
C 6.75292 -1.30821 2.02006 -2.2 -0.2 -1.4
C 6.09895 0.12728 1.86645 1.3 0.1 0.1
O 7.10833 1.11440 2.21016 -1.0 0.1 1.0
C 6.51803 2.43337 2.38824 1.4 -0.3 -1.0
N 7.12103 -1.58038 3.36912 0.6 0.5 0.7
H 6.16144 -3.48546 1.97633 0.5 0.3 0.0
H 5.63285 -2.56301 0.55914 0.2 0.0 -0.1
H 4.80612 -2.42903 2.05773 -0.1 0.3 0.3
H 7.54024 -1.33645 1.26680 0.6 0.0 0.5
H 5.27839 0.31561 2.55878 -0.4 -0.5 -0.1
H 5.81040 0.36341 0.84220 -0.4 -0.3 -0.2
H 7.20848 3.07782 2.93235 0.2 -0.4 0.3
H 5.54839 2.50521 2.88094 -0.1 -0.6 -0.1
H 6.51943 2.85962 1.38505 -0.7 0.3 -0.1
H 7.45024 -0.71249 3.76724 0.5 0.2 0.3
H 6.23861 -1.73495 3.83550 -0.1 -0.3 0.4
O -0.11107 -4.90868 1.65919 0.4 -0.3 -0.6
H -0.37743 -4.33163 2.37494 -0.2 0.5 0.8
H 0.70283 -5.30953 1.96430 0.2 -0.1 -0.1
O 0.74186 -0.77497 -4.27266 0.1 -0.2 -0.1
H 0.59959 -0.90117 -5.21077 0.1 -0.1 -0.3
H 0.04359 -0.17877 -4.00210 -0.8 0.6 0.4
O 2.50061 2.76461 -1.95099 0.2 1.3 0.0
H 2.32096 1.91932 -1.53935 -0.1 -1.0 0.0
H 2.76613 2.54505 -2.84403 0.1 -0.1 -0.1
O -0.88142 -3.59646 3.93540 0.5 -0.4 -0.1
H -1.32380 -2.79928 4.22697 -0.4 0.7 0.0
H -1.24327 -4.28808 4.48945 -0.1 -0.2 0.1
O 4.12296 -2.31912 -1.72430 0.2 0.2 0.8
H 4.78675 -1.62960 -1.73754 0.3 0.3 -0.1
H 4.61085 -3.11814 -1.52490 0.0 -0.4 0.0
O 2.83782 -2.52105 -3.93300 -0.2 -0.4 -0.8
H 3.23460 -2.38727 -3.07225 0.2 -0.1 0.2
H 1.94083 -2.20129 -3.83611 -0.3 0.2 -0.2
O -3.63721 1.52966 -1.43914 0.0 0.2 0.0
H -3.23552 1.08158 -0.69476 0.3 -0.2 0.5
H -4.03362 2.31471 -1.06126 -0.2 0.3 0.1
O -2.55550 -4.26841 0.55457 -0.5 -0.1 0.7
H -1.66434 -4.34475 0.89551 0.2 -0.4 0.0
H -2.44098 -4.02532 -0.36414 -0.2 0.2 -0.4
O -2.59864 -1.54690 4.75929 0.3 -0.6 -0.1
H -3.21624 -1.92539 5.38503 -0.2 -0.1 0.1
H -2.76698 -0.60532 4.79554 -0.3 0.8 0.1
```
Forces are in eV/Å.

Properties
DFT total energy	-58036.1646	eV
relative energy (zero: lowest compared OMol25 entry of this formula, charge and spin)	42.3	kcal per mole
molecular weight	607.83	g mol⁻¹
LUMO energy	0.09	eV
Kohn-Sham gap	9.302	eV

(4)
This record from the OMol25 dataset describes a molecular structure, C27H35O2RuSi2. The level of theory is the ωB97M-V functional and the def2-TZVPD basis.

XYZ file:
```
67
Properties=species:S:1:pos:R:3:forces:R:3
Ru 0.52885 -0.39077 -0.60769 0.0 -0.1 0.4
C 3.83025 -0.41194 2.97444 0.0 0.0 0.0
C 3.54869 0.23426 1.64723 0.0 0.0 0.0
C 4.54831 0.43526 0.71159 0.0 0.0 0.0
C 4.29785 1.02607 -0.53371 0.0 0.0 0.1
C 3.03960 1.49874 -0.82426 0.1 0.1 0.0
C 2.02101 1.37918 0.13910 0.0 0.0 -0.1
C 2.26736 0.71077 1.34174 -0.1 -0.1 0.0
H 3.98106 0.34491 3.74632 0.0 0.0 0.0
H 4.72957 -1.02535 2.93435 0.0 0.0 0.0
H 2.99712 -1.03981 3.29351 0.0 0.0 0.0
H 5.55436 0.10388 0.94349 0.0 0.0 0.0
H 5.10403 1.14134 -1.24624 0.0 0.0 0.0
H 2.83686 2.01741 -1.75290 0.0 0.0 0.0
H 1.15910 2.01851 0.07070 0.0 0.0 -0.1
H 1.47876 0.66561 2.08446 0.0 0.0 0.0
C -1.79460 -1.58898 1.90311 0.0 0.0 0.0
Si -0.70150 -1.99505 0.47259 0.1 0.0 -0.1
C -1.40603 -1.53070 -1.29010 0.1 0.1 -0.1
C -0.23610 -3.78262 0.33969 0.0 0.0 0.0
C -0.97006 -4.91609 0.68532 0.0 0.0 0.0
C -0.47865 -6.17174 0.36317 0.0 0.0 0.0
C 0.74313 -6.30338 -0.29060 0.0 0.0 0.0
C 1.49117 -5.18153 -0.61338 0.0 0.0 0.0
C 1.00178 -3.91167 -0.30635 0.0 0.0 0.0
Si 1.87447 -2.26990 -0.43799 0.0 0.1 0.0
C 3.62364 -2.57068 0.09694 0.0 0.0 0.0
C 1.95239 -1.44336 -2.20694 -0.1 0.0 -0.1
H -2.47046 -2.42343 2.10133 0.0 0.0 0.0
H -2.36982 -0.68269 1.72923 0.0 0.0 0.0
H -1.18514 -1.44045 2.79779 0.0 0.0 0.0
H -2.41665 -1.18950 -1.05264 0.0 0.0 0.0
H -1.41224 -2.47552 -1.82984 0.0 0.0 0.0
H -1.06039 -0.78238 -2.02344 0.0 0.0 0.0
H -1.92184 -4.82887 1.19603 0.0 0.0 0.0
H -1.04569 -7.05609 0.62256 0.0 0.0 0.0
H 1.11586 -7.28923 -0.53567 0.0 0.0 0.0
H 2.45301 -5.30644 -1.09764 0.0 0.0 0.0
H 3.91358 -3.53997 -0.31807 0.0 0.0 0.0
H 3.69874 -2.65515 1.18233 0.0 0.0 0.0
H 4.32475 -1.82075 -0.25225 0.0 0.0 0.0
H 1.87965 -2.38869 -2.75932 0.0 0.0 0.0
H 2.94646 -1.01998 -2.32556 0.0 0.0 0.0
H 1.25271 -0.80060 -2.75044 0.0 0.0 0.0
C -5.06709 5.67493 -0.11411 0.0 0.0 0.0
C -4.01544 4.60874 -0.22441 0.0 0.0 0.0
C -3.22373 4.26951 0.86406 0.0 0.0 0.0
C -2.24141 3.29297 0.78265 0.0 0.0 0.0
C -1.43182 2.99743 2.02015 0.0 0.0 0.0
C -2.03533 2.65253 -0.45254 0.0 0.0 0.0
C -2.80765 2.99385 -1.57911 0.0 0.0 0.0
C -2.64911 2.33286 -2.92454 0.0 0.0 0.0
C -3.79436 3.95592 -1.43134 0.0 0.0 0.0
C -1.02259 1.59040 -0.56077 0.1 0.0 -0.1
O -0.31884 1.38730 -1.59336 -0.1 -0.1 0.0
O -0.79956 0.79519 0.43115 0.0 0.0 0.0
H -5.33088 5.86703 0.92445 0.0 0.0 0.0
H -5.96990 5.39313 -0.65536 0.0 0.0 0.0
H -4.70531 6.61007 -0.54618 0.0 0.0 0.0
H -3.37666 4.77862 1.80846 0.0 0.0 0.0
H -1.61087 3.76800 2.76750 0.0 0.0 0.0
H -0.36130 2.97202 1.81319 0.0 0.0 0.0
H -1.69945 2.03279 2.45093 0.0 0.0 0.0
H -2.87208 1.26444 -2.86567 0.0 0.0 0.0
H -1.63983 2.43482 -3.31356 0.0 0.0 0.0
H -3.34521 2.77495 -3.63452 0.0 0.0 0.0
H -4.40652 4.20988 -2.28901 0.0 0.0 0.0
```
Forces are in eV/Å.

Properties
DFT total energy	-50995.3458	eV
net charge	+1
relative energy (zero: lowest compared OMol25 entry of this formula, charge and spin)	0.0	kcal per mole
molecular weight	548.82	g mol⁻¹
LUMO energy	-3.48	eV
Kohn-Sham gap	7.867	eV

- Which of these has the highest DFT total energy?
  C3H2AgFO3

- Look up the molecular weight of the third one.
  607.83 g mol⁻¹